[1]
ORCA calculation (ωB97M-V/def2-TZVPD) on a 7-piece molecular cluster, C28H50F6N8O4P overall.

Values from the calculation:
Energy above the lowest of the compared OMol25 structures with the same formula, charge and spin   98.7 kcal/mol
Kohn-Sham gap   4.09 eV
Max |F|   4.89 eV/A
Charge   +1
HOMO   -7.73 eV
E_LUMO   -0.13381 hartree

Structure (XYZ):
```
97
C28H50F6N8O4P, DFT ωB97M-V/def2-TZVPD
C 2.13 3.97 1.24
C 1.77 2.59 1.89
N 2.46 2.25 3.09
C 2.04 1.33 4.04
C 2.98 1.33 5.13
N 3.99 2.22 4.75
C 3.70 2.78 3.50
C 4.94 2.73 5.75
H 2.02 4.77 1.98
H 1.29 4.22 0.58
H 3.12 4.02 0.79
H 1.85 1.81 1.13
H 0.72 2.55 2.18
H 1.10 0.80 4.00
H 2.86 0.85 6.09
H 4.16 3.62 3.00
H 5.93 2.41 5.42
H 4.87 2.24 6.72
H 4.95 3.82 5.73
C 2.74 -2.57 0.52
C 2.65 -1.31 1.48
N 2.25 -1.75 2.83
C 0.96 -2.00 3.28
C 1.11 -2.32 4.67
N 2.44 -2.54 5.00
C 3.15 -2.19 3.87
C 3.04 -3.12 6.27
H 3.49 -3.27 0.88
H 3.07 -2.08 -0.40
H 1.78 -3.09 0.46
H 1.96 -0.55 1.12
H 3.69 -1.03 1.64
H 0.08 -1.87 2.66
H 0.28 -2.59 5.30
H 4.23 -2.21 3.91
H 3.84 -3.83 6.08
H 2.30 -3.64 6.88
H 3.30 -2.32 6.96
C 1.75 -4.20 -2.48
C 1.31 -3.09 -3.41
N -0.19 -3.13 -3.65
C -1.17 -2.96 -2.74
C -2.39 -3.17 -3.40
N -2.17 -3.36 -4.71
C -0.83 -3.39 -4.88
C -3.22 -3.54 -5.77
H 1.00 -4.55 -1.78
H 2.65 -4.01 -1.90
H 1.84 -5.16 -2.99
H 1.86 -3.00 -4.34
H 1.69 -2.18 -2.95
H -0.90 -2.71 -1.73
H -3.40 -3.32 -3.06
H -0.35 -3.63 -5.82
H -2.92 -3.40 -6.81
H -3.96 -2.74 -5.76
H -3.75 -4.49 -5.70
C -5.14 2.54 -2.96
C -5.13 3.82 -2.15
N -3.74 4.26 -1.91
C -2.75 3.56 -1.22
C -1.59 4.25 -1.15
N -1.89 5.47 -1.67
C -3.18 5.44 -2.25
C -0.99 6.58 -1.66
H -4.62 2.66 -3.91
H -6.11 2.13 -3.24
H -4.57 1.79 -2.41
H -5.63 3.71 -1.19
H -5.67 4.51 -2.80
H -2.80 2.52 -0.94
H -0.61 4.00 -0.77
H -3.63 6.26 -2.79
H -0.65 6.72 -2.68
H -0.16 6.57 -0.95
H -1.58 7.48 -1.45
C -1.80 1.21 -4.27
C -2.01 0.45 -5.55
O -0.97 0.17 -6.18
O -3.16 0.29 -6.02
H -0.83 1.17 -3.77
H -2.47 0.87 -3.48
H -2.09 2.25 -4.40
C -1.17 -4.11 1.43
C -1.33 -5.09 2.59
O -1.42 -4.60 3.75
O -1.32 -6.30 2.29
H -0.21 -4.01 0.91
H -1.52 -3.15 1.81
H -2.01 -4.37 0.78
P -1.05 0.10 0.25
F 0.35 -0.34 -0.42
F -1.53 -1.41 0.60
F -0.36 0.43 1.68
F -2.38 0.71 0.89
F -0.63 1.62 -0.19
F -1.73 -0.18 -1.17
```

=====

[2]
ORCA calculation (ωB97M-V/def2-TZVPD) on C29H21BrEuN7O6S as an isolated structure.

Values from the calculation:
Multiplicity   8
Kohn-Sham gap (alpha / beta)   4.23 / 6.46 eV
Max |F|   2.17 eV/A
Charge   -1
HOMO (alpha / beta)   -2.73 / -4.96 eV
E_LUMO (alpha / beta)   0.05506 / 0.05515 hartree

Structure (XYZ):
```
66
C29H21BrEuN7O6S, DFT ωB97M-V/def2-TZVPD
Eu 1.10 0.91 -0.68
O -0.93 -1.34 2.91
C -1.10 -2.55 2.33
C -1.33 -3.64 3.17
C -1.49 -4.91 2.65
C -1.42 -5.11 1.27
C -1.19 -4.03 0.44
C -1.04 -2.74 0.94
C -0.80 -1.57 0.03
O -0.55 -0.39 0.58
N -0.79 -1.79 -1.24
N -0.30 -0.67 -1.92
C -0.70 -0.48 -3.18
C -0.10 0.56 -3.90
C -0.52 0.94 -5.21
C 0.08 1.97 -5.85
C 1.14 2.68 -5.22
C 1.51 2.26 -3.97
N 0.95 1.24 -3.30
H -0.72 -0.72 2.15
H -1.38 -3.47 4.24
H -1.67 -5.75 3.31
H -1.53 -6.10 0.85
H -1.13 -4.16 -0.63
H -1.47 -1.09 -3.62
H -1.34 0.40 -5.67
H -0.26 2.26 -6.84
H 1.64 3.50 -5.70
H 2.31 2.77 -3.44
S 3.47 -3.34 -2.56
C 4.65 -2.17 -2.11
C 4.03 -1.04 -1.69
N 2.65 -1.09 -1.72
C 2.23 -2.24 -2.16
H 5.70 -2.37 -2.17
H 4.51 -0.14 -1.34
H 1.18 -2.48 -2.24
Br 2.83 -4.41 2.55
C 2.61 -2.53 2.57
C 2.62 -1.83 3.76
C 2.44 -0.46 3.71
C 2.25 0.15 2.48
N 2.24 -0.54 1.33
C 2.42 -1.86 1.37
H 2.75 -2.35 4.70
H 2.43 0.14 4.61
H 2.09 1.22 2.40
H 2.38 -2.39 0.43
N 4.37 2.47 -0.38
C 3.30 2.04 -0.51
O -0.63 2.43 -1.01
C -0.70 2.58 0.24
O 0.26 2.28 1.01
C -1.97 3.09 0.83
C -2.55 2.36 1.87
C -3.73 2.79 2.44
C -4.29 3.96 1.97
C -3.74 4.71 0.94
C -2.57 4.25 0.36
N -5.55 4.45 2.59
O -6.02 3.79 3.49
O -6.05 5.46 2.14
H -2.07 1.45 2.21
H -4.21 2.24 3.24
H -4.23 5.61 0.61
H -2.12 4.79 -0.46
```

=====

[3]
ORCA calculation (ωB97M-V/def2-TZVPD) on H2NO2S as an isolated structure.

Values from the calculation:
Energy above the lowest of the compared OMol25 structures with the same formula, charge and spin   10.5 kcal/mol
Kohn-Sham gap   7.49 eV
Max |F|   2.08 eV/A
Charge   -1
HOMO   -3.25 eV
E_LUMO   0.15586 hartree

Structure (XYZ):
```
6
H2NO2S, DFT ωB97M-V/def2-TZVPD
N 0.01 0.30 -0.49
O 2.47 -0.92 0.96
O 2.77 1.16 -0.36
S 2.25 -0.23 -0.34
H -0.25 0.43 0.49
H 0.20 1.17 -1.00
```

=====

[4]
ORCA calculation (ωB97M-V/def2-TZVPD) on C44H49Ge2N8O6S3Ti as an isolated structure.

Values from the calculation:
Multiplicity   2
Energy above the lowest of the compared OMol25 structures with the same formula, charge and spin   85.1 kcal/mol
Kohn-Sham gap (alpha / beta)   5.34 / 5.32 eV
Max |F|   4.65 eV/A
HOMO (alpha / beta)   -6.30 / -6.31 eV
E_LUMO (alpha / beta)   -0.03558 / -0.03619 hartree

Structure (XYZ):
```
113
C44H49Ge2N8O6S3Ti, DFT ωB97M-V/def2-TZVPD
Ti 0.12 0.72 -1.25
O 2.13 4.12 -2.24
S 1.94 3.16 -1.19
O 2.65 1.90 -1.36
N 0.46 2.66 -0.98
C -0.64 3.47 -0.96
C -0.67 4.82 -0.63
C -1.89 5.49 -0.59
C -3.07 4.84 -0.86
C -3.08 3.48 -1.22
C -4.24 2.74 -1.55
C -4.09 1.42 -1.94
C -2.84 0.82 -1.94
N -1.72 1.47 -1.60
C -1.85 2.79 -1.26
C 2.53 3.83 0.36
C 2.25 3.07 1.48
C 2.69 3.52 2.72
C 3.39 4.71 2.81
C 3.68 5.45 1.67
C 3.24 5.01 0.43
H 0.26 5.33 -0.42
H -1.89 6.54 -0.34
H -4.01 5.38 -0.83
H -5.21 3.20 -1.52
H -4.95 0.84 -2.25
H -2.75 -0.24 -2.19
H 1.72 2.14 1.35
H 2.48 2.94 3.60
H 3.73 5.06 3.77
H 4.23 6.38 1.75
H 3.44 5.55 -0.48
N -0.37 -4.42 -2.51
C -0.83 -3.41 -1.55
C -0.21 -2.09 -1.94
O 0.76 -2.16 -2.86
O -0.48 -0.99 -1.43
H -1.11 -4.64 -3.17
H -0.12 -5.28 -2.04
H 0.81 -3.12 -3.11
H -0.48 -3.64 -0.54
H -1.92 -3.31 -1.52
O -4.39 -4.32 -2.53
S -4.90 -3.11 -1.94
O -5.78 -2.30 -2.75
N -3.63 -2.22 -1.38
C -3.66 -2.13 -0.08
S -2.46 -1.38 0.80
C -4.79 -2.78 0.59
C -5.07 -2.83 1.95
C -6.19 -3.53 2.37
C -7.02 -4.16 1.45
C -6.74 -4.11 0.09
C -5.62 -3.43 -0.32
H -4.41 -2.33 2.64
H -6.42 -3.58 3.42
H -7.89 -4.69 1.80
H -7.38 -4.60 -0.63
C 1.12 1.02 -3.73
Ge 2.80 0.02 -3.25
C 4.36 1.22 -3.69
C 2.93 -1.32 -4.79
Ge 2.39 -0.61 -0.73
C 3.75 0.09 0.58
C 3.57 -0.13 1.94
C 4.41 0.44 2.88
C 5.46 1.24 2.47
C 5.68 1.44 1.12
C 4.83 0.87 0.18
C 2.90 -2.57 -0.58
C 3.80 -3.06 -1.52
C 4.28 -4.35 -1.44
C 3.87 -5.18 -0.41
C 2.96 -4.70 0.53
C 2.48 -3.41 0.44
H 0.81 0.76 -4.75
H 1.30 2.09 -3.68
H 0.27 0.77 -3.06
H 4.32 1.43 -4.76
H 5.30 0.73 -3.48
H 4.30 2.15 -3.14
H 3.34 -0.77 -5.63
H 1.96 -1.72 -5.06
H 3.60 -2.15 -4.58
H 2.75 -0.76 2.26
H 4.24 0.26 3.93
H 6.12 1.69 3.20
H 6.52 2.04 0.79
H 4.99 1.05 -0.87
H 4.13 -2.40 -2.31
H 4.98 -4.72 -2.18
H 4.25 -6.19 -0.34
H 2.64 -5.35 1.34
H 1.78 -3.04 1.18
C -3.77 0.55 3.50
C -2.59 0.22 4.41
C -2.28 -1.27 4.39
C -1.34 1.04 4.04
N -0.78 0.72 2.76
C -1.03 1.23 1.54
N -0.21 0.62 0.69
N 0.50 -0.26 1.41
N 0.16 -0.20 2.63
H -4.66 0.03 3.83
H -3.57 0.24 2.47
H -3.98 1.62 3.51
H -2.85 0.52 5.43
H -2.05 -1.60 3.38
H -3.15 -1.83 4.74
H -1.44 -1.50 5.04
H -0.56 0.83 4.78
H -1.58 2.10 4.06
H -1.75 1.99 1.30
```

=====

[5]
ORCA calculation (ωB97M-V/def2-TZVPD) on a 3-piece molecular cluster, H6O3 overall.

Values from the calculation:
Energy above the lowest of the compared OMol25 structures with the same formula, charge and spin   13.3 kcal/mol
Kohn-Sham gap   11.59 eV
Max |F|   0.21 eV/A
HOMO   -11.26 eV
E_LUMO   0.01187 hartree

Structure (XYZ):
```
9
H6O3, DFT ωB97M-V/def2-TZVPD
O 2.45 -1.23 0.99
H 3.30 -1.21 1.44
H 1.80 -1.23 1.69
O -1.21 -0.75 -0.22
H -1.16 -1.64 0.16
H -0.71 -0.19 0.38
O -1.72 2.39 -1.56
H -1.97 1.46 -1.50
H -0.77 2.40 -1.37
```

=====

[6]
ORCA calculation (ωB97M-V/def2-TZVPD) on a 2-piece molecular cluster, C3H7O2S overall.

Values from the calculation:
Energy above the lowest of the compared OMol25 structures with the same formula, charge and spin   31.2 kcal/mol
Kohn-Sham gap   6.91 eV
Max |F|   2.32 eV/A
Charge   -1
HOMO   -2.92 eV
E_LUMO   0.14648 hartree

Structure (XYZ):
```
13
C3H7O2S, DFT ωB97M-V/def2-TZVPD
O 0.08 3.03 -0.02
C 0.26 1.85 0.22
C 1.16 0.92 -0.53
C 0.81 -0.54 -0.30
S -0.79 -0.99 -1.00
H -0.02 1.62 1.28
H 2.16 1.20 -0.13
H 1.13 1.16 -1.59
H 0.99 -0.85 0.71
H 1.35 -1.19 -1.00
H -1.74 -2.44 0.81
H -2.80 -1.61 0.39
O -2.60 -2.17 1.15
```

=====

Please write out number 2 again, unchanged.
ORCA calculation (ωB97M-V/def2-TZVPD) on C29H21BrEuN7O6S as an isolated structure.

Values from the calculation:
Multiplicity   8
Kohn-Sham gap (alpha / beta)   4.23 / 6.46 eV
Max |F|   2.17 eV/A
Charge   -1
HOMO (alpha / beta)   -2.73 / -4.96 eV
E_LUMO (alpha / beta)   0.05506 / 0.05515 hartree

Structure (XYZ):
```
66
C29H21BrEuN7O6S, DFT ωB97M-V/def2-TZVPD
Eu 1.10 0.91 -0.68
O -0.93 -1.34 2.91
C -1.10 -2.55 2.33
C -1.33 -3.64 3.17
C -1.49 -4.91 2.65
C -1.42 -5.11 1.27
C -1.19 -4.03 0.44
C -1.04 -2.74 0.94
C -0.80 -1.57 0.03
O -0.55 -0.39 0.58
N -0.79 -1.79 -1.24
N -0.30 -0.67 -1.92
C -0.70 -0.48 -3.18
C -0.10 0.56 -3.90
C -0.52 0.94 -5.21
C 0.08 1.97 -5.85
C 1.14 2.68 -5.22
C 1.51 2.26 -3.97
N 0.95 1.24 -3.30
H -0.72 -0.72 2.15
H -1.38 -3.47 4.24
H -1.67 -5.75 3.31
H -1.53 -6.10 0.85
H -1.13 -4.16 -0.63
H -1.47 -1.09 -3.62
H -1.34 0.40 -5.67
H -0.26 2.26 -6.84
H 1.64 3.50 -5.70
H 2.31 2.77 -3.44
S 3.47 -3.34 -2.56
C 4.65 -2.17 -2.11
C 4.03 -1.04 -1.69
N 2.65 -1.09 -1.72
C 2.23 -2.24 -2.16
H 5.70 -2.37 -2.17
H 4.51 -0.14 -1.34
H 1.18 -2.48 -2.24
Br 2.83 -4.41 2.55
C 2.61 -2.53 2.57
C 2.62 -1.83 3.76
C 2.44 -0.46 3.71
C 2.25 0.15 2.48
N 2.24 -0.54 1.33
C 2.42 -1.86 1.37
H 2.75 -2.35 4.70
H 2.43 0.14 4.61
H 2.09 1.22 2.40
H 2.38 -2.39 0.43
N 4.37 2.47 -0.38
C 3.30 2.04 -0.51
O -0.63 2.43 -1.01
C -0.70 2.58 0.24
O 0.26 2.28 1.01
C -1.97 3.09 0.83
C -2.55 2.36 1.87
C -3.73 2.79 2.44
C -4.29 3.96 1.97
C -3.74 4.71 0.94
C -2.57 4.25 0.36
N -5.55 4.45 2.59
O -6.02 3.79 3.49
O -6.05 5.46 2.14
H -2.07 1.45 2.21
H -4.21 2.24 3.24
H -4.23 5.61 0.61
H -2.12 4.79 -0.46
```